{
  "formula": "C4H7N",
  "method": "ωB97M-V with the def2-TZVPD basis set",
  "total_charge": 0,
  "relative_energy_kj_mol": 198.7,
  "homo_ev": -8.8,
  "energy_ev": -5749.3575,
  "smiles": "[H]/N=C\\CC=C",
  "species": ["N", "C", "C", "C", "C", "H", "H", "H", "H", "H", "H", "H"],
  "coordinates": [[1.326683, -1.544547, -0.726864], [-0.398343, -0.486498, 0.895356], [-0.773266, 0.785247, 0.274994], [0.124364, -1.160676, -0.551718], [0.102254, 1.585158, -0.389929], [-1.831487, 0.911006, 0.050483], [-0.257663, 2.446376, -0.942268], [1.166549, 1.559482, -0.181937], [0.477386, -0.425378, 1.541879], [2.001086, -1.173040, -0.058533], [-0.691484, -1.460872, -1.214041], [-1.246079, -1.036257, 1.302579]],
  "atomic_forces_ev_per_a": [[-1.006, 0.884, -1.156], [1.232, -0.994, -2.824], [0.273, 1.935, -1.653], [0.599, -1.474, 3.694], [-1.225, 0.219, 1.670], [0.068, 0.194, 0.151], [0.019, -0.156, -0.049], [0.033, -0.299, -0.285], [-0.214, -0.171, 0.121], [-0.373, -0.300, 0.388], [0.311, 0.198, -0.152], [0.284, -0.035, 0.098]],
  "nbo_charge": [-0.640, -0.512, -0.179, 0.185, -0.401, 0.200, 0.204, 0.190, 0.217, 0.335, 0.174, 0.225]
}

---

{
  "formula": "C4H7N",
  "method": "ωB97M-V with the def2-TZVPD basis set",
  "total_charge": 0,
  "relative_energy_kj_mol": 193.7,
  "homo_ev": -9.7,
  "energy_ev": -5749.4096,
  "smiles": "C=C[C@@H]1CN1",
  "species": ["N", "C", "C", "C", "C", "H", "H", "H", "H", "H", "H", "H"],
  "coordinates": [[1.620032, -0.623802, -0.434370], [-0.945501, -0.639366, 0.103654], [-1.819551, 0.311004, -0.104493], [1.339200, 0.716132, 0.073060], [0.515066, -0.426216, 0.505059], [0.829207, 1.504966, -0.532718], [-1.199800, -1.711515, 0.003774], [1.093942, -0.820789, -1.279755], [2.076760, 1.131425, 0.776805], [-2.841818, 0.145845, -0.453144], [-1.403488, 1.295670, -0.103217], [0.735946, -0.883358, 1.445342]],
  "atomic_forces_ev_per_a": [[-0.612, -0.402, -0.488], [1.618, -1.645, 0.144], [-0.299, 0.302, -0.824], [-0.702, 1.263, 0.063], [-0.974, -0.072, 0.626], [0.608, -0.899, 0.244], [-0.070, 0.610, 0.166], [0.656, 0.428, -0.669], [-0.250, -0.379, -0.511], [0.354, 0.039, 0.322], [-0.364, 0.808, 0.217], [0.035, -0.053, 0.709]],
  "nbo_charge": [-0.568, -0.194, -0.386, -0.265, -0.131, 0.194, 0.199, 0.347, 0.206, 0.209, 0.192, 0.197]
}

---

{
  "formula": "C4H7N",
  "method": "ωB97M-V with the def2-TZVPD basis set",
  "total_charge": 0,
  "relative_energy_kj_mol": 684.5,
  "homo_ev": -9.7,
  "energy_ev": -5744.3226,
  "species": ["N", "C", "C", "C", "C", "H", "H", "H", "H", "H", "H", "H"],
  "coordinates": [[-1.421800, -0.769936, -0.499189], [2.584000, -0.625790, -0.007945], [0.351787, 0.919077, -0.264624], [-0.735366, 0.130485, 0.487005], [1.657891, 0.148469, -0.212556], [-1.572427, 0.757011, 1.048793], [0.335071, 2.099310, -0.008486], [-2.819251, -0.160500, -0.792265], [-1.533267, -1.843876, 0.431115], [-0.256196, -0.311467, 1.350917], [-0.049269, 0.851317, -1.384865], [3.458832, -1.194102, -0.147905]],
  "atomic_forces_ev_per_a": [[-3.292, -2.338, 3.300], [-1.911, 1.967, -1.007], [-0.725, 1.428, -2.141], [-2.186, 2.150, 1.050], [0.067, -0.200, 0.821], [1.950, -0.549, -1.397], [0.653, -2.924, -0.362], [4.454, -2.266, 1.387], [-0.556, 3.718, -3.829], [0.031, -0.977, -0.184], [1.129, 0.386, 2.090], [0.387, -0.395, 0.272]],
  "nbo_charge": [-0.785, -0.262, -0.513, -0.265, 0.003, 0.193, 0.250, 0.329, 0.354, 0.206, 0.256, 0.235]
}

---

{
  "formula": "C4H7N",
  "method": "ωB97M-V with the def2-TZVPD basis set",
  "total_charge": 0,
  "relative_energy_kj_mol": 677.3,
  "homo_ev": -7.7,
  "energy_ev": -5744.3976,
  "species": ["N", "C", "C", "C", "C", "H", "H", "H", "H", "H", "H", "H"],
  "coordinates": [[-1.797373, 0.408260, -0.674642], [0.907296, 0.196673, -0.754928], [-0.453245, -0.184327, 1.235055], [-0.581415, -0.157260, -0.285023], [2.016521, -0.270360, -0.243115], [0.817073, 0.753038, -1.682340], [-1.994016, 0.457418, -1.665159], [-1.418681, -0.203566, 1.728145], [0.083499, 0.773858, 1.433490], [2.785961, 0.441624, 0.049257], [0.254736, -0.988145, 1.534131], [-0.620360, -1.227208, -0.674872]],
  "atomic_forces_ev_per_a": [[2.240, 0.383, 1.285], [2.295, -0.635, -1.011], [1.112, 0.905, -0.079], [-4.107, -1.343, 0.546], [-2.158, 1.663, -0.406], [0.100, -0.012, -0.110], [0.388, -0.588, -0.453], [0.033, -0.201, 0.028], [-0.669, -0.639, 0.565], [0.480, -0.578, 0.001], [-0.566, 0.283, -0.042], [0.852, 0.763, -0.324]],
  "nbo_charge": [-0.631, -0.243, -0.612, -0.119, -0.131, 0.264, 0.320, 0.234, 0.205, 0.222, 0.216, 0.275]
}

---

{
  "formula": "C4H7N",
  "method": "ωB97M-V with the def2-TZVPD basis set",
  "total_charge": 0,
  "relative_energy_kj_mol": 306.7,
  "homo_ev": -8.8,
  "energy_ev": -5748.2384,
  "smiles": "C=C[C@@H]1CN1",
  "species": ["N", "C", "C", "C", "C", "H", "H", "H", "H", "H", "H", "H"],
  "coordinates": [[-0.238483, 1.480782, 0.393868], [-0.748061, 0.005363, 0.335752], [0.213467, -1.139473, 0.601796], [1.315178, -1.242798, -0.336991], [-0.677483, 0.890359, -0.840369], [0.810667, 1.350170, 0.524363], [-1.641345, 1.193155, -1.200536], [1.380828, -0.601994, -1.270664], [-0.023524, -1.962898, 1.544795], [-1.716187, -0.074785, 0.870560], [2.096854, -2.078098, -0.164167], [0.143475, 0.728280, -1.622552]],
  "atomic_forces_ev_per_a": [[1.161, -1.296, 1.252], [-0.018, 0.053, 1.579], [2.571, -1.029, -2.042], [-2.176, -1.466, 3.084], [1.637, -0.812, -1.396], [-1.684, 0.380, -0.584], [-0.113, 0.545, -0.356], [0.027, -0.929, 1.593], [1.015, 2.749, -2.993], [0.642, 0.044, -0.633], [-1.376, 1.640, -0.493], [-1.686, 0.121, 0.989]],
  "nbo_charge": [-0.570, -0.165, -0.202, -0.439, -0.245, 0.353, 0.205, 0.204, 0.243, 0.211, 0.215, 0.189]
}

---

{
  "formula": "C4H7N2",
  "method": "ωB97M-V with the def2-TZVPD basis set",
  "total_charge": 1,
  "relative_energy_kj_mol": 694.2,
  "homo_ev": [-14.6, -14.6],
  "energy_ev": -7228.5431,
  "species": ["N", "N", "C", "C", "C", "C", "H", "H", "H", "H", "H", "H", "H"],
  "coordinates": [[-0.486901, -1.453485, 0.279358], [-1.295596, 1.289453, -0.060054], [1.017975, 0.657955, 0.233029], [-0.253984, 0.564321, -0.367834], [3.156178, -0.345785, -0.621389], [2.207532, 0.460690, -0.511779], [-1.299548, 1.621756, 0.868420], [-1.365111, -1.716751, 0.753731], [0.336595, -1.713108, 0.839025], [-2.164993, 1.500486, -0.667340], [-0.257659, 0.111715, -1.419206], [0.978427, 0.985526, 1.223343], [-0.572914, -1.962778, -0.549298]],
  "atomic_forces_ev_per_a": [[-0.616, 0.743, 1.988], [-1.335, 0.364, -1.109], [4.584, -0.072, -2.435], [-2.241, -2.122, -4.757], [2.254, -1.774, -0.529], [-5.892, 2.079, 3.122], [-0.433, 0.962, 1.045], [0.670, 0.482, 0.350], [-0.625, -0.325, -0.458], [2.232, -0.884, 1.291], [0.047, 1.145, 1.509], [0.688, 0.518, 1.729], [0.669, -1.116, -1.744]],
  "nbo_charge": [-0.943, -0.683, -0.077, 0.218, 0.243, -0.338, 0.409, 0.409, 0.414, 0.466, 0.255, 0.227, 0.398]
}

---

{
  "formula": "C4H7N2",
  "method": "ωB97M-V with the def2-TZVPD basis set",
  "total_charge": 1,
  "relative_energy_kj_mol": 385.4,
  "homo_ev": -15.1,
  "energy_ev": -7231.7443,
  "smiles": "C1=N[C@H]2C[N@H+]2C1",
  "species": ["N", "N", "C", "C", "C", "C", "H", "H", "H", "H", "H", "H", "H"],
  "coordinates": [[1.464577, -0.787971, 0.108609], [-0.627440, 0.105851, -0.554934], [0.356205, 1.176424, -0.203483], [1.584289, 0.468983, 0.267129], [0.212657, -1.130834, -0.381490], [-1.123484, -0.762754, 0.563230], [-0.010054, -2.090327, -0.871029], [-1.318267, 0.226622, -1.372111], [-0.124453, 1.906314, 0.548499], [-1.886236, -1.561113, 0.438224], [0.404839, 1.909326, -1.059789], [-1.262354, -0.317173, 1.651758], [2.329719, 0.856657, 0.865386]],
  "atomic_forces_ev_per_a": [[0.678, -0.116, 0.263], [-1.928, -0.673, -1.338], [-2.138, 3.846, 0.154], [-2.505, -1.859, -1.163], [-2.573, -0.730, 2.773], [1.740, -0.527, 1.208], [0.405, 0.955, -0.398], [1.748, 0.090, 1.352], [0.769, -1.475, -0.534], [0.284, 1.203, -0.911], [0.557, -1.179, 0.421], [1.240, -0.658, -2.513], [1.724, 1.125, 0.685]],
  "nbo_charge": [-0.341, -0.399, -0.319, 0.133, 0.105, -0.262, 0.276, 0.476, 0.272, 0.267, 0.279, 0.273, 0.240]
}

---

{
  "formula": "C4H7N2",
  "method": "ωB97M-V with the def2-TZVPD basis set",
  "total_charge": 1,
  "relative_energy_kj_mol": 25.8,
  "homo_ev": -14.4,
  "energy_ev": -7235.4707,
  "smiles": "Cc1c[nH]c[nH+]1",
  "species": ["N", "N", "C", "C", "C", "C", "H", "H", "H", "H", "H", "H", "H"],
  "coordinates": [[0.677039, -0.909417, 0.035657], [-1.178875, -0.867723, -1.057660], [-0.180440, -1.655839, -0.644253], [-1.021757, 0.371983, -0.446662], [0.178930, 0.390156, 0.171100], [0.852214, 1.408210, 0.975063], [-2.095328, -1.149715, -1.357902], [0.720774, 2.388626, 0.503429], [0.341959, 1.590224, 1.934803], [-0.029089, -2.659428, -1.003757], [-1.717379, 1.172621, -0.629444], [1.900714, 1.243964, 1.213237], [1.551239, -1.323662, 0.306388]],
  "atomic_forces_ev_per_a": [[-0.737, -0.438, -0.452], [0.067, 0.343, 1.838], [-0.363, 0.312, -1.359], [0.192, 0.272, -0.961], [0.289, -1.055, 0.443], [-0.349, 1.670, 0.842], [0.019, -0.471, -0.524], [0.417, -0.200, -0.206], [0.080, -0.545, -0.152], [0.047, -0.127, 0.305], [-0.042, -0.031, 0.151], [-0.023, -0.186, -0.354], [0.404, 0.456, 0.430]],
  "nbo_charge": [-0.450, -0.452, 0.263, -0.059, 0.163, -0.677, 0.457, 0.263, 0.264, 0.256, 0.260, 0.254, 0.457]
}